Entry a
DFT (wB97M-V/def2-TZVPD) results for a cluster of 2 separate species, C3H10NS3 in total.

The total charge is +1. Its HOMO energy (alpha / beta) is -13.244 / -13.244 eV.

XYZ file:
```
17
C3H10NS3 (wB97M-V/def2-TZVPD)
S -1.923 -0.707 -0.788
S -0.196 -1.119 -3.118
S 0.451 -2.280 -0.491
N -0.258 -0.934 -1.395
C 1.036 0.893 -0.027
C -0.067 1.261 0.894
C 0.136 0.621 2.328
H -0.871 -2.362 -3.320
H -0.669 0.565 2.966
H 0.843 1.351 2.653
H 0.417 -0.341 1.982
H 1.068 1.311 -1.005
H 1.809 -1.868 -0.759
H 1.851 0.209 0.272
H -1.111 0.820 0.436
H -2.187 0.281 -1.519
H -0.331 2.299 0.892
```

***

Entry b
DFT (wB97M-V/def2-TZVPD) results for a cluster of 3 separate species, C3H10NS3 in total.

The total charge is +1. Its HOMO energy is -11.633 eV.

XYZ file:
```
17
C3H10NS3 (wB97M-V/def2-TZVPD)
S -1.450 0.935 2.255
S 0.515 2.875 3.091
S 1.237 1.931 -1.368
N -0.200 1.796 2.210
C -1.340 -0.889 -0.409
C 0.001 -1.213 -0.901
C 0.746 -2.456 -0.563
H -1.816 -1.731 0.125
H 0.680 2.761 -2.354
H 2.441 2.118 -1.738
H 0.533 -2.988 0.334
H 0.507 -3.040 -1.492
H 1.752 -2.188 -0.585
H -1.432 0.022 0.158
H -0.493 3.318 4.057
H 0.422 -0.721 -1.717
H -2.102 -0.529 -1.103
```

***

The structure with the most favorable energy is entry b; the runner-up is 51.3 kJ/mol above it.

***

Entry a
DFT (wB97M-V/def2-TZVPD) results for a cluster of 2 separate species, C8H10NO2 in total.

The total charge is +1. Its HOMO energy is -12.662 eV.

XYZ file:
```
21
C8H10NO2 (wB97M-V/def2-TZVPD)
O -2.845 -1.424 0.104
O -4.450 0.176 0.852
N 1.134 0.509 0.103
C 0.652 1.862 0.229
C -3.802 -0.517 -0.233
C -3.616 0.886 0.161
C 0.307 -0.313 -0.525
C 2.367 0.209 0.463
C 2.710 -1.167 0.259
C 0.631 -1.613 -0.698
C 1.935 -2.034 -0.404
H -0.728 0.037 -0.583
H -0.468 1.944 0.498
H 2.964 1.101 0.900
H -0.174 -2.089 -1.266
H -3.170 -2.309 0.182
H 0.637 2.338 -0.746
H -4.496 -0.741 -1.067
H 1.335 2.315 1.020
H 2.349 -3.076 -0.545
H 3.591 -1.583 0.732
```

***

Entry b
DFT (wB97M-V/def2-TZVPD) results for the ion C8H10NO2 with charge +1.

The total charge is +1. Its HOMO energy is -13.096 eV.

XYZ file:
```
21
C8H10NO2 (wB97M-V/def2-TZVPD)
O 1.071 -2.558 1.033
O 0.124 -2.743 -1.112
N 1.649 -1.081 -0.861
C -1.550 2.528 0.425
C -2.295 1.508 0.891
C 0.215 0.956 -0.281
C 0.594 -1.906 -0.147
C -1.857 0.189 0.862
C 1.630 0.368 -0.652
C -0.321 2.273 -0.155
C -0.619 0.078 0.311
H 2.312 0.656 0.221
H 0.113 3.197 -0.419
H -2.612 -0.658 1.263
H -3.176 1.695 1.518
H 0.481 -2.500 1.824
H -1.881 3.561 0.422
H 1.158 -1.219 -1.827
H 2.017 0.747 -1.598
H 2.723 -1.375 -0.851
H 0.224 -3.716 -0.867
```

***

The structure with the most favorable energy is entry b; the runner-up is 16.8 kJ/mol above it.

***

Entry a
DFT (wB97M-V/def2-TZVPD) results for a cluster of 3 separate species, H5O3 in total.

The total charge is -1. Its HOMO energy is -4.024 eV.

XYZ file:
```
8
H5O3 (wB97M-V/def2-TZVPD)
O -0.941 0.237 -0.220
O -0.306 -0.190 2.176
O 1.168 0.211 -1.925
H -0.517 -0.004 1.249
H -1.625 -0.251 -0.683
H 1.726 0.843 -1.382
H 0.264 0.120 -1.341
H 0.233 -0.967 2.126
```

***

Entry b
DFT (wB97M-V/def2-TZVPD) results for a structure of composition H5O3.

The total charge is -1. Its HOMO energy is -4.195 eV.

XYZ file:
```
8
H5O3 (wB97M-V/def2-TZVPD)
O -0.160 0.695 0.530
O -1.070 0.778 -1.683
O 0.994 -1.836 1.231
H -0.553 0.884 -0.668
H 1.753 -1.753 0.659
H 0.559 1.242 0.905
H 0.422 -1.056 0.988
H -1.945 1.046 -1.962
```

***

Entry c
DFT (wB97M-V/def2-TZVPD) results for a cluster of 3 separate species, H5O3 in total.

The total charge is -1. Its HOMO energy is -4.210 eV.

XYZ file:
```
8
H5O3 (wB97M-V/def2-TZVPD)
O -1.774 -1.415 0.147
O 0.692 1.868 0.381
O 0.659 -0.712 -0.320
H 0.605 0.836 0.215
H -0.784 -1.157 -0.048
H 0.932 -0.647 -1.226
H 1.623 1.841 0.184
H -1.952 -0.615 0.667
```

***

The structure with the most favorable energy is entry c; the runner-up is 6.5 kJ/mol above it.